Formula: C22H15BrN8O2S
Source: the OMol25 dataset
Level of theory: ωB97M-V with the def2-TZVPD basis set

As for the SMILES: N#CC1=C(N)N=C2c3c(-c4ccc(Br)cc4)cn(-c4ccc(S(N)(=O)=O)cc4)c3N=CN2N=C1. The HOMO energy is -0.2995 Ha. The value obtained for the gap between HOMO and LUMO is 7.16 eV. The value obtained for the molar mass is 535.39 Da. The value obtained for the total energy is -119948.414 eV.

```
49
C22H15BrN8O2S | the OMol25 dataset | ωB97M-V with the def2-TZVPD basis set
N 2.84 -5.74 3.58
O -5.88 3.27 -5.60
O -4.19 2.08 -6.94
Br 2.54 3.11 6.08
C 2.04 -5.06 3.07
N -0.87 -4.24 0.97
N -2.20 -1.58 -0.95
N 0.59 -1.79 2.10
C 0.06 -4.79 1.68
C -1.88 -2.76 -0.47
C -0.37 -1.82 1.19
C 1.09 -4.20 2.47
C -0.76 -0.49 0.68
C -0.45 0.91 1.10
C 1.22 -2.86 2.68
C -1.01 1.67 0.09
C -1.59 -0.45 -0.41
C 1.85 2.94 3.24
C 0.72 1.34 4.61
C 1.16 2.48 2.15
C 0.11 0.80 3.51
C -2.35 0.55 -3.20
C -3.02 2.55 -1.94
C -3.04 1.01 -4.30
C -3.79 2.95 -3.04
C 1.66 2.38 4.52
C 0.30 1.38 2.27
C -2.31 1.30 -2.02
C -3.71 2.23 -4.26
N 2.16 -2.38 3.55
N -1.03 -2.94 0.60
N -1.67 0.86 -0.84
N -3.63 4.20 -6.10
S -4.48 2.87 -5.74
H -0.05 -5.89 1.78
H -2.37 -3.64 -0.90
H -0.93 2.78 0.05
H 2.57 3.75 3.12
H 0.60 0.93 5.60
H 1.36 2.88 1.17
H -0.54 -0.06 3.55
H -1.88 -0.41 -3.26
H -3.03 3.14 -1.04
H -3.01 0.49 -5.25
H -4.35 3.88 -2.90
H 2.28 -1.39 3.39
H 2.90 -3.01 3.78
H -4.15 4.67 -6.81
H -2.82 3.84 -6.57
```